No. 1
Here is C34H48N3NdP as an isolated structure from OMol25. Energies are from ωB97M-V/def2-TZVPD.

The total charge is -1. Its total energy is -2391.3422 Ha. The spin multiplicity is 4. The calculation puts the gap between HOMO and LUMO (alpha / beta) at 4.18 / 4.26 eV. The calculation puts the energy above the lowest of the compared OMol25 structures with the same formula, charge and spin at 0.0 kcal/mol. As for the HOMO energy (alpha / beta): -1.73 / -1.81 eV. For the lowest unoccupied orbital energy (alpha / beta), the calculation gives 2.447 / 2.446 eV.

XYZ file:
```
87
Properties=species:S:1:pos:R:3:lowdin_spin:R:1
Nd 0.558 -0.231 0.418 3.069
N -1.105 -3.491 1.843 0.001
N 2.390 -1.081 -0.809 -0.007
C 1.099 2.498 -0.192 -0.004
C 2.437 2.035 -0.033 -0.004
C 2.559 1.480 1.274 -0.004
C 3.724 0.709 1.777 0.001
H 4.646 1.048 1.284 0.000
H 3.623 -0.372 1.585 0.000
H 3.834 0.841 2.860 0.000
C 1.350 1.756 1.989 -0.001
C 1.068 1.340 3.390 0.002
H 0.421 2.068 3.897 0.000
H 2.003 1.235 3.954 0.000
H 0.558 0.356 3.437 0.001
C 0.435 2.375 1.073 -0.003
C -0.991 2.697 1.336 0.001
H -1.671 1.844 1.143 0.000
H -1.326 3.509 0.678 0.000
H -1.142 3.000 2.380 0.000
C 3.562 2.206 -0.985 0.000
H 4.356 2.827 -0.543 0.000
H 3.236 2.690 -1.911 0.000
H 4.029 1.249 -1.249 0.000
C 0.502 3.008 -1.458 0.000
H -0.554 2.712 -1.560 0.000
H 1.025 2.599 -2.334 0.000
H 0.548 4.109 -1.516 0.000
C -1.941 -4.330 1.256 0.000
H -2.857 -4.597 1.796 0.000
C -1.705 -4.906 -0.006 0.003
H -2.454 -5.572 -0.427 0.000
C -0.500 -4.601 -0.651 0.001
H -0.262 -5.038 -1.623 0.000
C 0.407 -3.751 -0.028 0.001
H 1.372 -3.487 -0.468 0.000
C 0.094 -3.142 1.252 -0.005
C 0.867 -2.103 1.822 -0.044
H 1.214 -2.254 2.849 -0.003
C 1.470 -0.719 -1.722 -0.004
C 3.609 -1.292 -1.488 -0.001
H 4.485 -1.643 -0.971 0.000
C 3.421 -1.007 -2.805 -0.001
H 4.101 -1.072 -3.636 0.000
N 2.066 -0.650 -2.956 0.000
C 1.417 0.028 -4.012 0.000
C 2.053 1.087 -4.698 0.000
C 1.241 1.992 -5.399 0.000
H 1.711 2.836 -5.907 0.000
C -0.147 1.860 -5.441 0.000
C -1.002 2.855 -6.164 0.000
H -1.857 3.152 -5.543 0.000
H -1.406 2.436 -7.095 0.000
H -0.418 3.746 -6.412 0.000
C -0.742 0.770 -4.803 0.000
H -1.827 0.645 -4.846 0.000
C 0.017 -0.158 -4.097 0.000
C -0.691 -1.332 -3.505 0.001
H -0.773 -2.147 -4.240 0.000
H -1.715 -1.043 -3.241 0.000
H -0.212 -1.740 -2.604 0.000
C 3.527 1.328 -4.715 0.000
H 4.023 0.740 -5.502 0.000
H 4.027 1.111 -3.765 0.000
H 3.710 2.384 -4.954 0.000
C -1.113 -1.793 5.345 0.000
C -2.101 -1.871 4.186 0.000
P -1.935 -0.466 3.005 0.000
C -3.250 -0.809 1.745 0.000
C -4.621 -1.259 2.241 0.000
C -2.735 0.948 3.912 0.000
C -3.786 0.642 4.978 0.000
H -0.081 -1.839 4.974 0.000
H -1.264 -2.653 6.008 0.000
H -1.225 -0.883 5.948 0.000
H -1.881 -2.768 3.587 0.000
H -3.141 -1.926 4.538 0.000
H -3.342 0.123 1.163 0.000
H -2.822 -1.576 1.081 0.000
H -5.175 -0.462 2.750 0.000
H -5.218 -1.558 1.370 0.000
H -4.559 -2.128 2.906 0.000
H -1.899 1.508 4.364 0.000
H -3.167 1.599 3.133 0.000
H -3.413 -0.040 5.750 0.000
H -4.058 1.583 5.474 0.000
H -4.710 0.225 4.559 0.000
```

No. 2
Here is C34H48N6O2SSiTi as an isolated structure from OMol25. Energies are from ωB97M-V/def2-TZVPD.

The total charge is 0. Its total energy is -3340.5521 Ha. The calculation puts the gap between HOMO and LUMO at 5.04 eV. As for the HOMO energy: -5.96 eV. For the lowest unoccupied orbital energy, the calculation gives -0.921 eV.

XYZ file:
```
93
Properties=species:S:1:pos:R:3:lowdin_charge:R:1
Ti 14.418 13.141 10.927 0.841
O 14.995 12.105 12.619 -0.309
N 16.152 12.548 13.202 -0.164
C 16.146 12.791 14.523 -0.025
C 17.254 13.344 15.150 -0.056
C 18.370 13.627 14.354 -0.071
C 18.347 13.291 13.037 -0.092
C 17.229 12.738 12.384 -0.692
S 17.108 12.544 10.708 0.716
H 15.206 12.558 15.047 0.144
H 17.159 13.564 16.229 0.113
H 19.227 14.128 14.751 0.103
H 19.196 13.427 12.389 0.102
C 14.482 17.482 10.503 -0.052
N 15.274 17.008 11.655 -0.262
C 15.912 18.047 12.454 -0.095
C 15.489 15.736 12.007 -0.194
N 14.822 14.795 11.295 -0.162
H 15.091 18.176 9.953 0.079
H 13.609 17.996 10.915 0.080
H 14.125 16.647 9.908 0.043
H 16.855 18.395 12.019 0.076
H 16.180 17.551 13.406 0.074
H 15.246 18.898 12.557 0.074
C 13.836 10.494 9.142 -0.058
C 14.314 11.641 8.318 -0.404
C 14.486 11.692 6.960 -0.074
C 14.996 13.016 6.667 -0.056
C 15.056 13.657 7.899 -0.369
C 15.490 15.073 8.159 -0.056
N 14.635 12.836 8.918 -0.090
H 13.967 9.504 8.618 0.085
H 12.796 10.551 9.380 0.052
H 14.369 10.404 10.089 0.033
H 14.255 10.891 6.287 0.079
H 15.233 13.437 5.726 0.073
H 16.219 15.396 7.428 0.073
H 15.957 15.162 9.153 0.047
H 14.656 15.743 8.155 0.049
N 14.560 6.969 11.792 0.058
C 13.805 8.148 12.374 -0.109
C 14.815 9.117 12.910 -0.215
N 15.818 9.430 11.948 -0.058
C 16.496 8.354 11.299 -0.205
C 15.576 7.315 10.704 -0.097
H 13.912 6.274 11.408 0.179
H 15.076 6.526 12.536 0.162
H 13.147 7.667 13.099 0.117
H 13.211 8.600 11.563 0.139
H 15.280 8.676 13.822 0.133
H 14.285 10.042 13.215 0.115
H 15.876 10.405 11.600 0.048
H 17.145 7.819 12.028 0.124
H 17.193 8.739 10.522 0.147
H 16.088 6.394 10.393 0.132
H 15.029 7.656 9.827 0.117
C 10.567 15.790 10.750 -0.080
C 10.679 15.079 12.094 -0.598
C 9.307 15.089 12.785 -0.096
C 11.629 15.848 13.052 -0.071
Si 11.183 13.246 11.964 0.538
O 12.530 12.900 11.107 -0.389
C 11.320 12.257 13.604 -0.188
C 11.503 10.901 13.288 -0.114
C 11.577 9.965 14.302 -0.103
C 11.541 10.388 15.624 -0.099
C 11.338 11.712 15.948 -0.092
C 11.243 12.638 14.930 -0.090
C 9.810 12.240 11.101 -0.215
C 8.740 11.626 11.780 -0.103
C 7.812 10.930 11.043 -0.107
C 7.892 10.849 9.651 -0.102
C 8.935 11.459 8.958 -0.086
C 9.885 12.156 9.694 -0.087
H 10.302 16.833 10.928 0.080
H 9.787 15.348 10.126 0.078
H 11.490 15.759 10.166 0.077
H 9.083 16.152 12.997 0.094
H 9.369 14.546 13.715 0.059
H 8.553 14.614 12.158 0.077
H 11.276 16.880 13.097 0.082
H 12.672 15.852 12.734 0.059
H 11.600 15.365 14.016 0.052
H 11.486 10.584 12.236 0.106
H 11.605 8.914 14.071 0.081
H 11.539 9.652 16.431 0.102
H 11.220 12.023 16.975 0.102
H 11.052 13.660 15.217 0.089
H 8.605 11.667 12.850 0.105
H 6.965 10.411 11.533 0.107
H 7.132 10.338 9.066 0.096
H 9.008 11.426 7.879 0.100
H 10.727 12.642 9.225 0.098
```

What largest force on an atom values result from the calculations? In sequence: 2.25; 2.20 eV/Å.